Molecular formula: C6H32O12
Method: DFT, ωB97M-V/def2-TZVPD

As for the energy above the lowest of the compared OMol25 structures with the same formula, charge and spin: 3.563 eV. Its structure (SMILES) is C=CC(=C)CCO.O.O.O.O.O.O.O.O.O.O.O. The highest occupied orbital energy is -9.000 eV. The calculation puts the strongest force on any atom at 3.1 eV/Å. Its total charge is 0. The HOMO-LUMO gap is 9.04 eV.

Cartesian coordinates (Å):
C -0.306 -2.074 3.079
C -0.551 -1.008 2.320
C -0.954 0.303 2.898
C -1.193 0.484 4.189
C -1.083 1.472 1.954
C -2.185 1.475 0.885
O -1.604 1.053 -0.388
H -0.125 -3.028 2.589
H -0.291 -2.223 4.150
H -0.383 -1.046 1.256
H -0.956 -0.296 4.904
H -1.387 1.455 4.626
H -1.218 2.366 2.573
H -0.158 1.759 1.424
H -2.864 2.317 0.789
H -2.776 0.571 1.071
H -0.640 1.148 -0.278
O 3.162 0.877 1.658
H 3.783 1.320 1.047
H 3.164 1.600 2.295
O -2.195 -2.927 -2.062
H -2.078 -1.980 -2.172
H -1.395 -3.112 -1.544
O 0.998 -2.234 -2.486
H 1.163 -1.435 -1.971
H 1.802 -2.710 -2.678
O 0.722 2.942 -2.619
H 1.141 3.605 -3.176
H 0.037 2.482 -3.116
O 1.233 0.525 -0.834
H 1.152 0.834 -1.747
H 2.180 0.392 -0.640
O 2.451 -2.367 1.474
H 2.474 -2.904 2.270
H 1.839 -1.662 1.712
O -2.548 0.840 -3.171
H -2.295 0.619 -2.251
H -3.497 0.724 -3.202
O 4.006 0.129 -0.620
H 3.961 -0.630 -0.017
H 4.430 -0.199 -1.421
O -2.623 -1.915 0.234
H -1.977 -1.201 0.271
H -3.410 -1.604 0.677
O -0.045 -1.013 -4.500
H 0.039 -1.735 -3.841
H -0.925 -0.664 -4.600
O 0.656 3.093 0.014
H 0.897 2.175 -0.165
H 0.372 3.410 -0.862

Atomic partial charges in e from the natural (NBO) method, atoms 1 to 6: number 1, C, carries -0.37; number 2, C, carries -0.23; number 3, C, carries -0.04; number 4, C, carries -0.37; number 5, C, carries -0.48; number 6, C, carries -0.06